[1]
Formula: C2H11N2O
Source: the OMol25 dataset
Level of theory: ωB97M-V/def2-TZVPD

XYZ file:
```
16
Properties=species:S:1:pos:R:3:lowdin_charge:R:1
N 0.0637 -0.3847 0.5020 0.140
C 0.4238 -0.6726 -0.9439 -0.085
C 0.2606 0.6832 -1.7693 -0.225
N -0.2914 1.7167 -0.9358 -0.016
H 0.9391 -0.3971 1.0101 0.153
H -0.3921 0.5323 0.6131 0.132
H -0.4534 -1.1836 0.8447 0.122
H 1.4809 -1.0029 -0.9738 0.131
H -0.2213 -1.4794 -1.2885 0.123
H 1.2203 0.8871 -2.2395 0.110
H -0.4034 0.5365 -2.6345 0.125
H 0.4268 2.2009 -0.4210 0.090
H -0.8286 2.4361 -1.4016 0.102
H -0.0209 -1.0727 3.4825 0.088
H -1.4273 -1.6670 3.3080 0.064
O -0.7766 -1.1329 2.8476 -0.056
```

Output
Relative energy (zero: lowest compared OMol25 entry of this formula, charge and spin) (kcal/mol): 13.2
Energy (eV): -7273.7039
Max |F| (eV Å⁻¹): 2.2
Net charge: +1



[2]
Formula: C2H11N2O2
Source: the OMol25 dataset
Level of theory: ωB97M-V/def2-TZVPD

XYZ file:
```
17
Properties=species:S:1:pos:R:3:lowdin_charge:R:1
C -0.7382 -1.2443 -0.9023 -0.204
C 0.5265 -0.7840 -0.8487 -0.118
N 1.3158 -0.8662 0.4091 0.192
N -1.5771 -0.8860 -1.9020 0.094
H -1.1058 -1.8928 -0.1142 0.138
H 1.0828 -0.2926 -1.6295 0.120
H 1.7221 0.0678 0.5072 0.118
H 0.6409 -0.8840 1.1763 0.152
H 1.9836 -1.6314 0.3500 0.170
H -1.3020 -0.4966 -2.7872 0.116
H -2.5274 -1.2302 -1.8281 0.114
H -2.2701 1.0943 1.6616 0.054
H -1.8834 1.1073 0.3711 0.065
O -1.5714 0.6339 1.1764 -0.071
H 1.3938 2.1909 2.0012 0.054
H 2.3442 2.9938 1.1345 0.052
O 1.9656 2.1202 1.2245 -0.047
```

Output
Relative energy (zero: lowest compared OMol25 entry of this formula, charge and spin) (kcal/mol): 38.0
Energy (eV): -9320.6587
Max |F| (eV Å⁻¹): 2.1
Net charge: +1



[3]
Formula: C2H11N3O
Source: the OMol25 dataset
Level of theory: ωB97M-V/def2-TZVPD

XYZ file:
```
17
Properties=species:S:1:pos:R:3:lowdin_charge:R:1
C 1.9157 -1.0645 -0.1533 -0.080
C 2.1750 0.1514 0.2741 -0.099
H 1.6401 -1.2697 -1.1729 0.050
H 1.9613 -1.9164 0.5055 0.050
H 2.1444 1.0070 -0.3814 0.039
H 2.4482 0.3535 1.2977 0.046
N -0.8747 2.3429 -0.8374 -0.056
N -0.9588 1.4555 0.3255 -0.083
H -0.0859 2.0054 -1.3850 0.052
H -1.7060 2.1522 -1.3911 0.064
H -0.1247 1.6397 0.8836 0.069
H -1.7571 1.7793 0.8720 0.087
N -1.5441 -1.9671 0.6460 -0.045
O -1.0886 -1.2286 -0.4917 -0.209
H -0.7837 -2.6072 0.8819 0.055
H -2.3194 -2.5353 0.3066 0.061
H -1.0414 -0.2981 -0.1803 -0.001
```

Output
Relative energy (zero: lowest compared OMol25 entry of this formula, charge and spin) (kcal/mol): 73.7
Energy (eV): -8766.6194
Max |F| (eV Å⁻¹): 0.4
Net charge: 0